29
Properties=species:S:1:pos:R:3:lowdin_charge:R:1 method="wB97M-V/def2-TZVPD" e_above_lowest_kcal_mol=143.43 lumo_energy_ev=-7.633 mol_weight_g_mol=160.2 charge=+2
O 4.72 2.38 1.68 0.355
H 5.40 1.72 1.56 0.178
H 3.89 1.89 1.67 0.149
H 4.78 2.88 2.50 0.182
O -0.97 2.35 4.98 0.399
H -1.02 1.85 5.80 0.196
H -0.66 1.89 4.21 0.185
H -0.45 3.16 5.06 0.190
O 3.32 -3.50 1.36 0.385
H 3.99 -3.25 2.00 0.183
H 2.64 -2.82 1.37 0.180
H 3.79 -3.50 0.52 0.191
C -0.54 0.79 -0.60 -0.361
O 0.12 0.52 0.65 -0.532
H -0.91 -0.14 -1.03 0.039
H -1.34 1.53 -0.51 0.044
H 0.13 1.16 -1.38 0.035
O -5.41 -2.22 -0.62 -0.050
H -4.56 -2.15 -1.04 0.023
H -5.62 -1.33 -0.35 0.026
O 3.60 0.57 -5.46 -0.047
H 4.20 -0.18 -5.49 0.028
H 3.20 0.53 -4.59 0.019
O -6.90 1.75 1.57 -0.054
H -6.25 2.45 1.50 0.022
H -7.71 2.19 1.81 0.033
O -0.56 -3.88 -5.80 -0.051
H 0.27 -3.49 -5.55 0.021
H -1.18 -3.15 -5.82 0.031

***

27
Properties=species:S:1:pos:R:3:lowdin_charge:R:1 method="wB97M-V/def2-TZVPD" e_above_lowest_kcal_mol=28.51 smiles=CCc1ccc(O)cc1.CC lumo_energy_ev=0.887 mol_weight_g_mol=152.2
C 0.74 -0.61 -3.28 -0.104
C 0.26 0.68 -2.63 -0.213
C 0.60 0.71 -1.16 -0.248
C 1.63 1.52 -0.67 -0.035
C 1.99 1.49 0.66 -0.017
C 1.30 0.68 1.55 -0.329
O 1.57 0.83 2.90 0.024
C 0.32 -0.16 1.09 -0.008
C -0.02 -0.13 -0.26 -0.036
H 0.15 -1.44 -2.89 0.066
H 1.76 -0.95 -3.04 0.079
H 0.63 -0.61 -4.37 0.071
H 0.80 1.51 -3.09 0.100
H -0.80 0.87 -2.83 0.114
H 2.20 2.10 -1.40 0.110
H 2.82 2.11 0.99 0.117
H 2.32 0.30 3.17 0.102
H -0.20 -0.81 1.79 0.102
H -0.78 -0.79 -0.65 0.104
C -3.19 -2.19 1.56 -0.180
C -3.82 -1.60 0.31 -0.162
H -3.84 -2.26 2.44 0.065
H -2.82 -3.19 1.35 0.060
H -2.24 -1.78 1.92 0.040
H -3.19 -1.78 -0.58 0.056
H -3.91 -0.53 0.46 0.067
H -4.65 -2.24 0.06 0.057

***

16
Properties=species:S:1:pos:R:3:lowdin_charge:R:1 method="wB97M-V/def2-TZVPD" e_above_lowest_kcal_mol=151.97 lumo_energy_ev=0.829 mol_weight_g_mol=95.1
C 2.04 0.18 -0.07 0.004
C 0.66 -0.20 0.31 -0.305
C -0.37 0.15 1.20 -0.044
C -0.86 1.64 -0.71 -0.121
N -0.63 0.31 -0.28 -0.194
C -1.22 -1.10 -0.40 -0.028
C -0.28 -1.30 0.77 -0.072
H 2.00 1.23 -0.34 0.084
H 2.39 -0.41 -0.93 0.083
H 2.72 0.04 0.77 0.088
H -0.58 0.78 2.06 0.158
H -1.90 1.87 -0.47 -0.003
H -0.75 1.66 -1.78 -0.017
H -0.96 -1.58 -1.35 0.118
H -2.29 -1.12 -0.21 0.120
H -0.03 -2.16 1.37 0.128

***

17
Properties=species:S:1:pos:R:3:lowdin_charge:R:1 method="wB97M-V/def2-TZVPD" e_above_lowest_kcal_mol=50.61 lumo_energy_ev=-4.189 mol_weight_g_mol=96.2 charge=+1
C -0.09 -0.25 0.53 -0.008
C -1.04 -0.46 1.56 -0.084
C 0.39 0.76 -0.43 -0.111
C 0.73 0.33 -1.86 -0.301
C -0.19 -1.49 1.16 0.236
C -2.02 -0.07 2.52 0.009
N 1.91 -0.38 -2.03 0.019
H -0.34 1.57 -0.23 0.148
H 1.31 1.09 0.06 0.141
H -0.17 -0.12 -2.22 0.115
H 0.88 1.24 -2.45 0.131
H 0.14 -2.50 1.37 0.145
H -1.78 1.12 2.87 0.200
H -1.98 -0.73 3.30 0.059
H -3.00 -0.07 2.08 0.112
H 1.72 -1.29 -1.65 0.071
H 2.78 0.04 -1.64 0.116

***

21
Properties=species:S:1:pos:R:3:lowdin_charge:R:1 method="wB97M-V/def2-TZVPD" e_above_lowest_kcal_mol=127.17 lumo_energy_ev=0.560 mol_weight_g_mol=187.2
C 2.82 0.96 -0.08 0.137
C 2.14 0.27 -0.76 -0.156
C 1.16 -0.20 -1.66 -0.208
N -0.17 0.04 -1.00 -0.207
C -0.40 1.44 -0.63 -0.102
C -1.47 1.95 0.01 -0.262
O -2.53 1.39 0.50 0.018
S -0.92 -1.38 -0.35 0.699
O -2.32 -1.17 -0.30 -0.271
O -0.51 -2.44 -1.29 -0.331
C -0.17 -1.82 1.28 -0.185
C -0.07 -0.85 2.13 -0.004
H 3.49 1.28 0.65 0.029
H 1.31 -1.34 -1.97 0.163
H 1.02 0.30 -2.58 0.116
H 0.58 1.91 -0.92 0.114
H -1.26 2.92 0.35 0.101
H -2.59 0.39 0.19 0.098
H -0.07 -2.90 1.54 0.111
H -0.18 0.11 1.67 0.048
H 0.13 -0.86 3.22 0.093

***

33
Properties=species:S:1:pos:R:3:lowdin_charge:R:1 method="wB97M-V/def2-TZVPD" e_above_lowest_kcal_mol=77.77 lumo_energy_ev=2.587 mol_weight_g_mol=224.2 charge=-1
C 1.65 2.76 1.51 -0.139
C 1.82 1.42 0.61 -0.201
C 0.68 1.28 -0.51 -0.239
N -0.23 0.11 -0.34 -0.221
C 0.44 -1.17 -0.60 -0.502
O 0.12 -1.84 -1.59 0.046
O 1.41 -1.66 0.31 -0.054
C 0.88 -2.68 1.18 -0.136
C -0.67 -2.57 1.51 -0.220
O -1.01 -1.32 2.18 -0.115
P -1.67 0.17 -1.37 0.907
C -1.53 1.43 -2.76 -0.301
C -3.18 0.65 -0.34 -0.318
H 2.11 3.67 1.01 0.064
H 0.58 2.89 1.84 0.065
H 2.27 2.56 2.46 0.069
H 2.81 1.56 0.06 0.117
H 1.85 0.56 1.36 0.107
H 1.15 1.29 -1.55 0.120
H 0.04 2.23 -0.44 0.113
H 1.43 -2.55 2.18 0.140
H 1.13 -3.73 0.81 0.145
H -1.36 -2.81 0.63 0.125
H -0.88 -3.39 2.29 0.122
H -1.98 -1.23 2.01 0.075
H -2.31 2.25 -2.61 0.031
H -0.49 1.83 -2.96 0.033
H -1.84 0.89 -3.72 0.040
H -3.75 -0.30 -0.09 0.023
H -2.81 1.21 0.58 0.036
H -3.85 1.31 -0.98 0.029
O 4.00 -2.61 -1.62 -0.690
H 3.23 -2.37 -1.10 -0.271